(1)
Computed, not measured: a cluster of 9 separate species, H18O9 in total at a distorted geometry, with ωB97M-V/def2-TZVPD.

Its LUMO energy is 0.4 eV. The orbital gap is 0.417 Ha. The calculation puts the calculated total energy at -18720.5549 eV. As for the SMILES: O.O.O.O.O.O.O.O.O. The calculation puts the energy above the lowest of the compared OMol25 structures with the same formula, charge and spin at 36.4 kcal per mole. The highest occupied orbital energy is -10.91 eV.

Structure (XYZ):
```
27
H18O9 (ωB97M-V/def2-TZVPD)
O -2.539 -0.511 0.433
H -1.881 -0.353 -0.294
H -2.932 -1.322 0.168
O -0.756 -2.063 2.339
H -1.601 -1.709 2.165
H -0.416 -1.566 3.140
O -1.117 2.447 -0.704
H -0.981 2.285 -1.671
H -1.587 3.259 -0.594
O -0.197 -0.806 -1.434
H 0.281 -0.368 -2.151
H 0.226 -1.626 -1.129
O 0.945 1.813 -2.612
H 1.380 1.777 -3.474
H 1.524 1.672 -1.911
O -0.707 1.740 1.974
H -1.592 1.731 2.397
H -0.907 1.971 1.023
O 0.422 -3.307 -0.433
H 0.160 -4.260 -0.457
H 0.201 -3.045 0.483
O 2.994 1.023 -0.552
H 3.698 0.374 -0.571
H 2.465 0.491 0.094
O 1.368 0.016 1.330
H 0.901 0.847 1.446
H 0.647 -0.510 0.997
```

=====

(2)
Computed, not measured: a cluster of 2 separate species, C6H15FN2O in total, with ωB97M-V/def2-TZVPD.

Its LUMO energy is -0.9 eV. The orbital gap is 0.216 Ha. The calculation puts the calculated total energy at -14206.5711 eV. The highest occupied orbital energy is -6.79 eV.

Structure (XYZ):
```
25
C6H15FN2O (ωB97M-V/def2-TZVPD)
C 3.167 0.220 0.482
N 1.731 0.020 0.738
C 1.075 -0.309 -0.529
C -0.287 -0.943 -0.324
C -0.925 -0.623 1.038
N -2.282 -0.010 0.779
C -2.075 1.189 -0.081
C -1.663 0.667 -1.461
O -1.199 -0.654 -1.401
H 3.559 -0.761 0.208
H 3.317 0.907 -0.364
H 3.659 0.646 1.351
H 1.376 0.930 1.039
H 1.059 0.559 -1.205
H 1.694 -1.075 -1.008
H -0.150 -2.018 -0.368
H -0.369 0.097 1.622
H -1.075 -1.534 1.606
H -2.880 -0.692 0.307
H -2.735 0.245 1.656
H -1.285 1.769 0.384
H -2.969 1.801 -0.132
H -2.534 0.657 -2.113
H -0.940 1.356 -1.901
F 2.729 -2.442 -0.323
```

=====

(3)
Computed, not measured: the molecule C22H26N4O2 at a distorted geometry, with ωB97M-V/def2-TZVPD.

Its LUMO energy is 0.7 eV. The orbital gap is 0.277 Ha. The calculation puts the calculated total energy at -33290.1701 eV. As for the SMILES: COc1ccc(N2CCN(CC(=O)N3N=CC[C@@H]3c3ccccc3)CC2)cc1. The calculation puts the energy above the lowest of the compared OMol25 structures with the same formula, charge and spin at 67.7 kcal per mole. The highest occupied orbital energy is -6.80 eV.

Structure (XYZ):
```
54
C22H26N4O2 (ωB97M-V/def2-TZVPD)
C -7.475 -0.125 -0.141
O -6.429 -0.796 -0.794
C -5.142 -0.502 -0.420
C -4.134 -1.192 -1.093
C -2.809 -0.970 -0.800
C -2.419 -0.037 0.172
C -3.440 0.635 0.845
C -4.776 0.406 0.560
H -5.520 0.959 1.114
H -3.212 1.361 1.609
N -1.073 0.113 0.482
C -0.099 0.216 -0.585
C 0.048 1.680 -1.040
N 0.386 2.589 0.037
C 1.797 2.772 0.293
C 2.583 1.531 0.716
O 2.541 1.040 1.827
N 3.374 0.986 -0.247
N 3.555 1.500 -1.484
C 4.479 0.869 -2.082
C 5.105 -0.229 -1.267
H 6.156 -0.010 -1.070
H 5.050 -1.193 -1.775
C 4.242 -0.191 0.005
C 3.388 -1.414 0.209
C 3.344 -2.048 1.443
C 2.527 -3.147 1.636
C 1.743 -3.622 0.598
C 1.779 -2.994 -0.634
C 2.595 -1.894 -0.828
H 2.604 -1.399 -1.790
H 1.165 -3.355 -1.446
H 1.101 -4.477 0.751
H 2.497 -3.630 2.601
H 3.942 -1.668 2.258
H 4.824 0.007 0.911
H 4.767 1.130 -3.082
H 1.892 3.502 1.101
H 2.247 3.180 -0.616
C -0.490 2.409 1.180
C -0.654 0.938 1.598
H -1.366 0.845 2.418
H 0.309 0.552 1.945
H -0.107 2.994 2.017
H -1.468 2.812 0.889
H 0.807 1.761 -1.820
H -0.916 2.007 -1.450
H -0.391 -0.398 -1.435
H 0.853 -0.159 -0.200
H -2.063 -1.549 -1.321
H -4.419 -1.912 -1.845
H -7.482 -0.336 0.934
H -8.394 -0.504 -0.586
H -7.419 0.958 -0.296
```

=====

(4)
Computed, not measured: a cluster of 2 separate species, C7H13NO4 in total at a distorted geometry, with ωB97M-V/def2-TZVPD.

Its LUMO energy is 0.4 eV. The orbital gap is 0.314 Ha. The calculation puts the calculated total energy at -17146.1411 eV. The calculation puts the energy above the lowest of the compared OMol25 structures with the same formula, charge and spin at 81.1 kcal per mole. The highest occupied orbital energy is -8.19 eV.

Structure (XYZ):
```
25
C7H13NO4 (ωB97M-V/def2-TZVPD)
C -6.089 0.200 -0.511
C -2.719 -0.132 0.639
C -2.964 -1.714 0.623
C 0.786 1.744 -0.432
C 2.070 -0.358 -0.572
C 0.734 0.102 1.374
C -0.406 -0.456 -0.627
N 0.771 0.269 -0.043
O -6.513 1.138 -0.025
O -5.634 -0.716 -1.018
O -1.717 0.328 -0.032
O -3.635 0.578 1.098
H -3.790 -1.954 -0.022
H -1.989 -2.249 0.315
H -3.137 -2.058 1.608
H 1.457 2.412 0.095
H 1.133 1.674 -1.500
H -0.209 2.075 -0.079
H 2.782 0.205 -0.129
H 1.998 -1.368 -0.113
H 1.975 -0.344 -1.699
H -0.052 0.643 1.742
H 0.652 -1.049 1.654
H 1.681 0.287 1.815
H -0.500 0.168 -1.517
```